(1)
Here is a 2-piece molecular cluster, C10H16N2O2 overall from the OMol25 dataset. Energies are from ωB97M-V with the def2-TZVPD basis set.

Energy relative to the best compared isomer or geometry (same formula, charge and spin) in kcal/mol: 128.4
Largest force on an atom in eV/Å: 4.40
Kohn-Sham gap in eV: 8.167
Total charge: 0
E_tot in Eh: -650.4437

Last column: Löwdin charge in e.
Geometry (Å):
C 0.372 -0.631 -2.481  -0.140
C 1.684 -0.328 -2.114  -0.100
C -0.736 -0.113 -1.945  -0.157
C 2.308 -0.049 -0.936  0.065
C 3.591 0.560 -0.762  -0.594
C 1.341 -0.600 1.117  -0.245
C 0.992 -2.117 1.159  -0.055
C -3.192 -0.174 1.317  -0.104
C -2.284 1.053 1.146  -0.236
C -1.790 1.318 -0.314  -0.192
N 1.149 0.332 1.911  0.094
N -0.843 0.350 -0.725  -0.005
O 3.707 1.290 0.345  0.117
O 4.398 0.531 -1.660  0.099
H 0.399 -0.875 -3.510  0.084
H 2.432 -0.262 -2.932  0.135
H -1.687 -0.210 -2.557  0.153
H 0.175 -2.267 1.907  0.078
H 2.041 -2.463 1.260  0.083
H 0.559 -2.387 0.094  0.107
H -3.040 -0.662 2.317  0.077
H -4.276 0.137 1.077  0.101
H -2.851 -0.995 0.741  0.038
H -1.490 0.868 1.809  0.058
H -2.685 1.975 1.420  0.081
H -2.617 1.542 -1.099  0.158
H -1.260 2.259 -0.135  0.114
H 0.669 0.318 2.782  0.059
H 2.948 1.196 0.917  0.052
H -0.014 0.404 -0.149  0.077

(2)
Here is a single C10H16N2O2 molecule from the OMol25 dataset. Energies are from ωB97M-V with the def2-TZVPD basis set.

Energy relative to the best compared isomer or geometry (same formula, charge and spin) in kcal/mol: 82.4
Largest force on an atom in eV/Å: 6.91
Kohn-Sham gap in eV: 9.072
Total charge: 0
E_tot in Eh: -650.5170

Last column: Löwdin charge in e.
Geometry (Å):
C -0.549 -0.561 0.836  -0.245
C -0.732 0.716 0.373  -0.166
C 1.547 0.378 0.354  0.128
C 3.076 0.759 0.878  -0.678
C -1.661 -1.460 1.184  0.000
C -2.002 1.546 0.075  0.013
C 1.460 -2.953 -0.142  -0.035
C 0.704 2.653 -1.817  -0.018
C 1.338 -2.263 1.198  -0.153
C 0.775 2.555 -0.276  -0.177
N 0.767 -0.918 0.920  0.071
N 0.539 1.255 0.188  -0.031
O 3.533 1.786 0.426  0.023
O 3.515 -0.092 1.614  0.036
H -1.748 -1.479 2.373  0.158
H -2.474 -1.103 0.698  0.041
H -1.676 -2.414 0.882  0.035
H -2.782 1.361 0.976  0.142
H -1.680 2.579 0.186  0.061
H -2.382 1.282 -0.803  0.023
H 0.512 -3.300 -0.350  0.047
H 2.349 -3.634 -0.114  0.107
H 1.731 -2.146 -0.773  0.065
H 1.658 2.373 -2.140  0.062
H 0.323 3.490 -2.211  0.027
H -0.078 1.862 -2.169  0.119
H 2.224 -2.128 1.649  0.071
H 0.653 -2.723 1.771  0.079
H -0.020 3.270 -0.047  0.117
H 1.757 2.712 0.009  0.077

(3)
Here is a single C10H16N2O7 molecule from the OMol25 dataset. Energies are from ωB97M-V with the def2-TZVPD basis set.

SMILES: N[C@@H](CCC(=O)O)C(=O)N[C@@H](CCC(=O)O)C(=O)O
Energy relative to the best compared isomer or geometry (same formula, charge and spin) in kcal/mol: 6.9
Largest force on an atom in eV/Å: 2.36
Kohn-Sham gap in eV: 10.524
Total charge: 0
E_tot in Eh: -1026.9026

Last column: Löwdin charge in e.
Geometry (Å):
N 2.741 -1.617 0.744  0.063
C 2.000 -0.466 0.261  -0.312
C 2.671 0.243 -0.917  -0.125
C 4.208 0.326 -0.822  -0.099
C 4.675 1.044 0.423  -0.487
O 4.904 2.234 0.536  0.097
O 4.596 0.282 1.573  0.060
C 0.526 -0.800 -0.095  -0.414
O 0.153 -1.851 -0.595  0.080
N -0.320 0.256 0.053  0.092
C -1.621 0.236 -0.586  -0.202
C -2.395 -0.956 -0.069  -0.118
C -3.893 -0.799 -0.424  -0.059
C -4.699 -0.117 0.716  -0.531
O -4.751 -0.520 1.846  0.114
O -5.364 0.995 0.384  0.103
C -2.411 1.517 -0.254  -0.451
O -3.224 2.081 -0.932  0.121
O -2.110 2.048 0.950  0.153
H 2.496 -2.388 0.145  0.094
H 2.363 -1.848 1.647  0.100
H 1.928 0.290 1.096  0.162
H 2.240 1.225 -0.925  0.110
H 2.383 -0.233 -1.887  0.141
H 4.660 0.885 -1.644  0.125
H 4.613 -0.679 -0.923  0.118
H 4.284 -0.625 1.377  0.065
H 0.048 1.169 0.290  0.150
H -1.476 0.052 -1.639  0.169
H -2.039 -1.901 -0.408  0.106
H -2.297 -0.944 0.998  0.122
H -3.919 -0.177 -1.309  0.106
H -4.440 -1.718 -0.617  0.131
H -4.917 1.398 -0.411  0.103
H -1.615 1.361 1.417  0.113